Computed, not measured: 4 unconnected molecules or ions with the total composition C2H7N6O2 in a non-equilibrium geometry, with the ωB97M-V functional and the def2-TZVPD basis.

The geometry in ORCA input format:
```
! RIJCOSX wB97M-V def2-TZVPD def2/J DEFGRID3
* xyz 1 1
C -2.10 -2.30 0.58
C -3.09 3.76 -0.12
N -2.96 -2.99 0.21
N -0.12 -0.28 -0.48
N -0.99 0.03 0.43
N 7.45 1.41 0.46
N -3.86 -3.82 -0.14
N 8.12 1.86 -0.39
O -2.42 2.96 0.35
O -3.77 4.54 -0.59
H -0.98 1.04 0.75
H -1.60 -0.83 0.64
H -0.39 -1.15 -0.85
H 6.43 1.66 0.30
H -4.80 -3.53 0.16
H -3.98 -4.01 -1.10
H 9.06 1.64 -0.22
*
```

Summary:
HOMO energy in eV: -10.53
Kohn-Sham gap in eV: 4.33
Energy relative to the best compared isomer or geometry (same formula, charge and spin) in kJ/mol: 135.2

Atom charges from the Mulliken analysis, given in e for atoms 1 to 5: -0.347 0.656 0.464 -0.231 0.133